{
  "formula": "C42H38CoNO4P2",
  "method": "wB97M-V/def2-TZVPD",
  "elements": ["Co", "O", "C", "O", "C", "C", "C", "C", "C", "C", "P", "C", "C", "C", "C", "C", "C", "C", "C", "C", "C", "C", "C", "H", "H", "H", "H", "H", "H", "H", "H", "H", "H", "H", "H", "H", "H", "N", "C", "C", "O", "O", "H", "H", "H", "H", "C", "C", "C", "C", "C", "C", "C", "P", "C", "C", "C", "C", "C", "C", "C", "C", "C", "C", "C", "C", "C", "C", "H", "H", "H", "H", "H", "H", "H", "H", "H", "H", "H", "H", "H", "H", "H", "H", "H", "H", "H", "H"],
  "xyz": [[1.112998, -1.372263, -1.493977], [-0.593125, -3.777181, 1.592212], [-0.119031, -2.452977, 1.123998], [0.391883, -2.559184, -0.084862], [0.851417, -1.844387, 2.133903], [0.901418, -2.375515, 3.420874], [1.752045, -1.871114, 4.387843], [2.591770, -0.813164, 4.080780], [2.572707, -0.292333, 2.798729], [1.707580, -0.781827, 1.814399], [1.902944, -0.050980, 0.137715], [3.730292, -0.028644, 0.022867], [4.430083, 1.096615, -0.386020], [5.802363, 1.030968, -0.593972], [6.480181, -0.159523, -0.397938], [5.784011, -1.288340, 0.015578], [4.419164, -1.222297, 0.223612], [1.511339, 1.726562, 0.258746], [1.286773, 2.360311, -0.960130], [0.962827, 3.706679, -1.006998], [0.872263, 4.437264, 0.169876], [1.117610, 3.817615, 1.387206], [1.438397, 2.467791, 1.433260], [0.264911, -3.221573, 3.640833], [1.768599, -2.315926, 5.375616], [3.276697, -0.414694, 4.818331], [3.277895, 0.487516, 2.539265], [3.912612, 2.031733, -0.555240], [6.335250, 1.914211, -0.921886], [7.546358, -0.214850, -0.577047], [6.301626, -2.228259, 0.153872], [3.879220, -2.112564, 0.523497], [1.332542, 1.777958, -1.870298], [0.752038, 4.169514, -1.962000], [0.603829, 5.485434, 0.138853], [1.043340, 4.381384, 2.309713], [1.590707, 1.993029, 2.393748], [0.827544, -2.971009, -2.603248], [1.768660, -3.029844, -3.721353], [3.062318, -2.265993, -3.361241], [4.085776, -2.531629, -3.979391], [2.919607, -1.383048, -2.447778], [1.035209, -3.642938, -1.863172], [-0.129250, -3.143470, -2.892005], [1.320741, -2.504889, -4.568879], [1.997263, -4.051079, -4.037603], [-4.865657, 0.398307, -0.029581], [-4.168516, 1.266984, 0.977478], [-4.939208, 1.978498, 1.892983], [-4.363383, 2.828946, 2.822833], [-2.987027, 2.989072, 2.842960], [-2.209872, 2.273990, 1.946561], [-2.773691, 1.402946, 1.015498], [-1.553988, 0.509114, -0.039235], [-2.128500, -1.218471, 0.017818], [-2.718114, -1.894150, -0.974862], [-2.915300, -3.347099, -0.912523], [-2.565905, -4.068678, 0.152013], [-1.968725, -3.427909, 1.363945], [-1.633932, -1.939788, 1.242944], [-1.950178, -1.206454, 2.539765], [-1.778122, 1.294958, -1.667120], [-2.431854, 2.529209, -1.739895], [-2.286780, 3.373655, -2.827005], [-1.458374, 2.980281, -3.874165], [-0.835349, 1.750723, -3.836418], [-0.981924, 0.858910, -2.756449], [-0.306221, -0.431415, -2.767238], [-5.892521, 0.738234, -0.169566], [-4.891803, -0.644278, 0.291890], [-4.359643, 0.419274, -0.991660], [-6.017471, 1.870087, 1.861232], [-4.990189, 3.369062, 3.520909], [-2.519714, 3.660064, 3.550964], [-1.132776, 2.383445, 1.964261], [-3.040850, -1.373061, -1.867442], [-3.369401, -3.832600, -1.769034], [-2.739926, -5.137961, 0.175993], [-2.560442, -3.678904, 2.256785], [-1.700950, -1.836787, 3.394075], [-3.012110, -0.958319, 2.596460], [-1.382051, -0.282197, 2.641495], [-3.033026, 2.861598, -0.905271], [-2.795112, 4.328926, -2.846299], [-1.309033, 3.630182, -4.729182], [-0.207270, 1.440232, -4.663460], [0.131191, -0.608923, -3.755486], [-1.037682, -1.212788, -2.557257]],
  "forces_ev_per_angstrom": [[0.193, 0.074, 0.415], [-0.056, -0.036, 0.105], [0.238, 0.043, 0.045], [-0.107, -0.055, -0.213], [-0.055, -0.026, 0.006], [-0.008, -0.062, 0.041], [-0.019, -0.046, 0.035], [0.030, 0.039, -0.060], [0.021, -0.050, 0.064], [0.090, 0.181, 0.034], [-0.180, -0.077, -0.180], [-0.078, 0.063, -0.028], [0.077, 0.035, 0.013], [0.019, -0.005, 0.000], [0.031, 0.007, 0.005], [-0.022, 0.006, 0.008], [0.025, -0.041, -0.030], [0.082, -0.007, 0.075], [-0.015, 0.035, 0.000], [0.003, 0.030, 0.033], [0.013, 0.010, -0.038], [0.024, -0.003, 0.001], [-0.039, 0.012, 0.026], [-0.007, 0.009, 0.000], [0.003, 0.003, 0.008], [0.006, 0.010, 0.011], [-0.002, 0.024, 0.006], [-0.010, -0.007, -0.001], [0.022, 0.017, -0.007], [0.017, 0.000, 0.000], [0.024, -0.016, 0.006], [-0.041, -0.014, -0.001], [-0.001, -0.048, -0.078], [-0.002, 0.021, -0.013], [-0.013, 0.024, 0.002], [0.001, 0.009, -0.003], [0.005, -0.012, -0.013], [-0.041, -0.296, 0.157], [0.139, 0.038, -0.091], [-0.081, 0.060, 0.055], [0.075, -0.071, -0.133], [-0.126, -0.059, -0.084], [-0.061, -0.071, -0.193], [-0.002, 0.113, 0.063], [0.031, -0.034, 0.020], [0.045, 0.093, 0.039], [-0.110, -0.014, -0.005], [-0.014, -0.001, -0.068], [-0.006, 0.022, 0.001], [0.014, 0.016, 0.024], [-0.045, -0.004, 0.003], [0.009, -0.008, 0.006], [-0.025, -0.005, 0.027], [0.050, -0.066, -0.046], [-0.069, 0.034, -0.044], [0.125, -0.064, 0.164], [-0.022, 0.114, 0.041], [-0.024, 0.016, -0.042], [0.011, -0.076, 0.118], [-0.127, 0.050, -0.205], [0.040, -0.047, 0.083], [-0.020, -0.016, -0.003], [0.022, 0.000, 0.001], [0.003, -0.029, -0.023], [-0.036, 0.034, -0.023], [-0.018, -0.021, 0.011], [0.098, 0.090, 0.066], [-0.040, -0.051, -0.046], [-0.023, 0.000, 0.002], [0.009, -0.002, 0.009], [0.029, 0.036, -0.045], [-0.022, -0.002, 0.007], [-0.011, 0.024, 0.019], [0.017, 0.031, 0.041], [0.009, -0.006, -0.004], [-0.052, 0.026, -0.043], [-0.011, -0.012, -0.029], [0.053, -0.048, 0.009], [-0.031, -0.004, -0.084], [0.010, -0.015, 0.012], [-0.033, -0.008, -0.018], [0.024, 0.029, -0.007], [-0.053, 0.022, 0.047], [-0.013, 0.020, -0.002], [-0.010, 0.019, -0.001], [0.022, -0.007, -0.025], [0.005, 0.020, 0.004], [0.011, -0.017, -0.038]],
  "s_squared": 0.76,
  "gap_ev": [6.37, 7.17],
  "e_homo_ev": [-3.795, -4.594],
  "relative_energy_ev": 2.659,
  "e_tot_ha": -4044.52397,
  "total_charge": -1,
  "spin_multiplicity": 2
}